{"formula": "C8H12N4", "method": "wB97M-V/def2-TZVPD", "total_energy_ha": -531.03082, "gap_ev": 9.092, "de_lowest_kj_mol": 141.6, "e_lumo_ev": 0.9, "smiles": "Cc1c[nH]cn1.Cc1c[nH]cn1", "species": ["C", "C", "C", "C", "N", "N", "H", "H", "H", "H", "H", "H", "C", "C", "C", "C", "N", "N", "H", "H", "H", "H", "H", "H"], "xyz": [[-1.6667, -0.0041, 1.9041], [-2.7715, -0.3395, -0.2559], [-1.7893, 0.3197, 0.5165], [-1.9075, 1.3099, -1.4201], [-2.7524, 0.2770, -1.4645], [-1.3634, 1.4050, -0.1942], [-3.3304, -1.2144, 0.0089], [-3.4394, 0.0539, -2.1638], [-1.3428, 0.8932, 2.4616], [-0.6765, -0.4714, 2.2227], [-1.7237, 1.9384, -2.2650], [-2.4996, -0.4314, 2.4341], [2.1688, 1.3889, -1.0063], [2.0499, 0.0713, -0.3713], [1.9394, -2.1237, -0.3714], [2.1191, -0.3254, 0.9301], [1.8762, -1.1031, -1.1578], [2.0671, -1.6942, 0.9404], [1.8180, -3.1886, -0.5421], [1.4774, 2.1491, -0.6612], [2.1241, 1.1296, -2.0885], [2.4514, -2.2506, 1.6865], [2.0268, 0.3434, 1.7717], [3.1451, 1.8670, -0.9147]], "forces_ev_per_a": [[3.886, 1.141, 3.241], [2.095, 0.457, 1.137], [-3.630, -0.600, -2.921], [0.639, 0.212, 1.960], [-1.256, -0.890, -0.328], [0.791, -0.095, -1.030], [-0.294, -0.109, -0.298], [0.301, 0.188, -0.374], [-1.020, 0.449, -0.147], [-1.230, -0.739, -0.920], [0.072, 0.325, -0.078], [-0.274, -0.339, -0.238], [0.505, 0.144, -1.433], [-0.299, -2.245, 0.225], [0.001, 0.622, 1.808], [-0.070, 0.923, -0.625], [0.383, 1.097, -0.705], [0.025, -0.564, 0.125], [0.141, 0.324, -0.465], [-0.586, -0.186, -0.264], [-0.543, 0.786, 0.537], [-0.376, -0.094, 0.066], [0.449, -0.453, 0.351], [0.289, -0.353, 0.376]]}


{"formula": "C8H12N4", "method": "wB97M-V/def2-TZVPD", "total_energy_ha": -530.97185, "gap_ev": 11.533, "de_lowest_kj_mol": 296.4, "e_lumo_ev": 0.2, "smiles": "CC#N.CC#N.CC#N.CC#N", "species": ["C", "C", "N", "H", "H", "H", "C", "C", "N", "H", "H", "H", "C", "C", "N", "H", "H", "H", "C", "C", "N", "H", "H", "H"], "xyz": [[0.6779, 3.8502, -0.4558], [1.5193, 5.0818, -0.5676], [2.1243, 6.0395, -0.7142], [-0.3757, 4.0115, -0.2275], [1.0992, 3.1145, 0.2293], [0.7557, 3.5044, -1.4866], [-1.0891, 0.1493, 1.1889], [-2.1615, 1.1529, 1.3842], [-2.9905, 1.8952, 1.5329], [-0.8502, -0.3153, 2.1456], [-0.2283, 0.7818, 0.9718], [-1.1152, -0.6341, 0.4315], [-0.1521, -0.2113, -2.2480], [1.1260, 0.5446, -1.9947], [2.0697, 1.2089, -1.8753], [-0.0244, -0.8924, -3.0894], [-0.8163, 0.5432, -2.6695], [-0.5812, -0.8913, -1.5121], [0.1828, -5.3359, 1.4473], [0.2007, -3.8048, 1.4015], [0.1820, -2.6962, 1.3572], [1.2420, -5.5929, 1.4389], [-0.5243, -5.9558, 0.8961], [-0.2706, -5.5479, 2.4156]], "forces_ev_per_a": [[0.795, 0.707, -0.833], [-1.348, -1.058, 0.850], [0.443, 0.491, -0.087], [0.217, 0.446, 0.115], [0.121, 0.175, -0.162], [-0.252, -0.686, 0.155], [0.686, 1.167, 0.812], [2.348, -3.571, -1.051], [-2.409, 2.412, 0.482], [-0.198, -0.085, -0.083], [0.375, -0.233, -0.169], [-0.847, 0.425, 0.167], [0.924, 0.329, -1.250], [0.023, -0.270, 0.301], [-1.254, -0.979, -0.098], [0.556, 0.084, -0.206], [-0.511, -0.124, 0.575], [0.299, 0.845, 0.526], [-0.038, 1.832, 1.604], [-0.863, -7.391, -0.686], [0.106, 5.296, -0.139], [-0.368, -0.677, -0.167], [0.496, 0.816, -1.289], [0.700, 0.049, 0.629]]}


{"formula": "C8H12N4", "method": "wB97M-V/def2-TZVPD", "total_energy_ha": -531.06155, "gap_ev": 8.925, "de_lowest_kj_mol": 60.9, "e_lumo_ev": 0.7, "smiles": "Cc1c[nH]cn1.Cc1c[nH]cn1", "species": ["C", "C", "C", "C", "N", "N", "H", "H", "H", "H", "H", "H", "C", "C", "C", "C", "N", "N", "H", "H", "H", "H", "H", "H"], "xyz": [[-1.1063, -2.7035, -2.1384], [-0.3984, 0.7605, -1.8124], [-0.9904, -1.2324, -2.3573], [-1.5348, -0.4036, -3.2894], [-0.2751, -0.4927, -1.4435], [-1.1797, 0.8672, -2.9059], [-0.1574, 1.5526, -1.1181], [-1.3901, 1.7213, -3.4041], [-2.2373, -0.5446, -4.0916], [-0.1413, -3.2072, -2.1426], [-1.8494, -3.1652, -2.7805], [-1.4550, -2.8292, -1.1100], [-1.1133, -0.0379, 2.5478], [1.1508, 0.0351, 1.4060], [0.3302, 0.2976, 2.4595], [2.1058, 1.4491, 2.7829], [2.3201, 0.7286, 1.6557], [0.9532, 1.1684, 3.3272], [0.9811, -0.6271, 0.5782], [2.9403, 1.0368, 0.9200], [-1.6752, 0.4251, 1.7293], [-1.5577, 0.2870, 3.4839], [2.8212, 2.0908, 3.2760], [-1.3678, -1.0955, 2.4354]], "forces_ev_per_a": [[-0.285, 0.250, 0.646], [-0.361, -0.499, 1.034], [0.418, -0.290, 0.095], [-0.428, 0.084, 0.007], [-0.067, 0.050, -0.246], [0.120, 0.714, -0.365], [0.329, 0.352, -0.547], [-0.010, -0.262, 0.180], [0.161, -0.203, -0.126], [0.007, -0.032, -0.466], [0.207, -0.155, -0.253], [-0.131, -0.068, -0.014], [-0.816, -0.456, -0.038], [-0.005, -0.321, 0.391], [0.035, 0.288, -0.405], [-0.112, -0.198, 0.983], [0.037, 0.450, -0.782], [-0.320, 0.197, 0.016], [0.185, 0.180, -0.313], [0.163, -0.367, 0.223], [0.138, 0.243, 0.130], [0.124, 0.146, 0.111], [0.185, -0.009, -0.389], [0.427, -0.094, 0.129]]}


{"formula": "C8H12N5", "method": "wB97M-V/def2-TZVPD", "total_energy_ha": -585.46828, "gap_ev": 7.723, "de_lowest_kj_mol": 291.4, "total_charge": 1, "e_lumo_ev": -4.0, "smiles": "C/[N+](N)=c1\\ccnc2n1CNC=C2", "species": ["C", "C", "C", "C", "C", "C", "C", "C", "N", "N", "N", "N", "N", "H", "H", "H", "H", "H", "H", "H", "H", "H", "H", "H", "H"], "xyz": [[1.2566, -1.4924, -2.1576], [0.3234, -1.0683, 1.7244], [0.6098, -0.7715, -3.1347], [1.1181, -2.0896, 1.2830], [0.9970, -1.2858, -0.7926], [0.0255, 0.0921, 0.9150], [-0.9703, -0.2367, -1.3465], [-0.1192, 1.8540, 2.6635], [1.6197, -2.1525, 0.0568], [-0.4225, 0.0381, -2.7420], [0.1295, -0.3330, -0.4002], [-0.4998, 1.2965, 1.4335], [-1.0616, 2.1840, 0.4799], [2.0419, -2.0772, -2.4882], [-0.0941, -0.9569, 2.6896], [0.9982, -0.8381, -4.1177], [1.3523, -2.9446, 1.8190], [-1.6428, 0.5428, -1.0767], [-1.3800, -1.2482, -1.4313], [0.7630, 2.3455, 2.6645], [-0.9172, 2.4197, 3.0716], [-0.1066, 1.0187, 3.3707], [-0.8769, 0.7000, -3.5490], [-1.9703, 1.8399, 0.1727], [-1.1734, 3.1635, 0.8922]], "forces_ev_per_a": [[-1.893, 1.681, -1.516], [-0.310, 2.936, 0.463], [-0.345, 0.284, 2.931], [-0.244, 0.809, -1.207], [2.463, -2.715, 1.163], [-0.258, -1.234, 1.905], [1.076, 0.391, -3.140], [-2.270, -2.995, 2.089], [-0.834, 1.703, -1.052], [-0.995, 1.454, -2.355], [-1.224, 2.429, -0.580], [0.158, -2.749, -4.102], [0.024, 1.556, 0.054], [1.312, -1.447, 0.039], [0.157, -0.553, 1.133], [-0.255, 0.419, -1.010], [0.235, -1.243, 1.664], [-0.502, 0.068, -0.026], [-0.489, 0.187, 0.317], [2.897, 1.676, -0.178], [-0.764, 0.974, 0.041], [0.587, 0.203, 0.136], [1.202, -2.174, 3.321], [-0.002, 0.385, 0.597], [0.275, -2.047, -0.689]]}


{"formula": "C8H12NO", "method": "wB97M-V/def2-TZVPD", "total_energy_ha": -441.70203, "gap_ev": 9.834, "de_lowest_kj_mol": 118.1, "total_charge": 1, "e_lumo_ev": -3.6, "smiles": "C=C[C@@H](C)c1c[n+](C)co1", "species": ["C", "C", "C", "C", "C", "C", "C", "C", "N", "O", "H", "H", "H", "H", "H", "H", "H", "H", "H", "H", "H", "H"], "xyz": [[0.8675, 0.8169, -1.9397], [-0.9338, 0.3837, -0.8866], [0.1439, 0.1716, -0.0213], [0.7522, -1.7692, 1.4569], [0.2554, -0.2159, 1.4255], [-0.1192, -2.7371, 1.6701], [1.1962, 0.6745, 2.0643], [-1.3233, 1.1447, -3.1540], [-0.4233, 0.7613, -2.1180], [1.2308, 0.5323, -0.7253], [1.5594, 1.1193, -2.7594], [1.7299, -1.8379, 1.1873], [-0.8406, -0.3164, 1.6359], [-1.9678, 0.3574, -0.6988], [0.1608, -3.8249, 1.7797], [-1.1001, -2.4683, 1.9415], [1.7426, 0.1682, 2.8584], [0.6124, 1.5382, 2.4573], [1.9116, 1.0246, 1.3929], [-2.1092, 0.4514, -3.1056], [-1.7862, 2.0675, -2.9049], [-1.0036, 1.1758, -4.1319]], "forces_ev_per_a": [[1.000, 1.152, -2.813], [1.930, -0.672, 1.800], [-2.967, 0.598, -0.956], [-3.280, 2.455, -0.076], [-1.632, -4.280, -3.000], [1.602, -1.451, 0.591], [-0.737, 1.481, 3.090], [-1.067, 0.246, 0.819], [0.804, -0.359, 2.248], [1.157, -0.446, -0.770], [-0.336, -0.382, 1.212], [2.801, -0.698, -0.473], [0.985, 0.666, 1.006], [-0.945, -0.245, 0.128], [-0.278, 1.407, -0.416], [-1.234, 0.067, 0.168], [-0.208, 0.223, 0.265], [0.839, -0.344, 0.029], [1.224, 0.663, -1.068], [-1.082, -1.137, -0.159], [-0.072, 1.082, 0.267], [1.495, -0.026, -1.893]]}


{"formula": "C8H12NO2S3", "method": "wB97M-V/def2-TZVPD", "total_energy_ha": -1711.38263, "gap_ev": [7.016, 6.974], "de_lowest_kj_mol": 368.2, "total_charge": 1, "e_lumo_ev": [-5.3, -5.4], "species": ["C", "C", "C", "C", "C", "C", "C", "C", "N", "O", "O", "S", "S", "S", "H", "H", "H", "H", "H", "H", "H", "H", "H", "H", "H", "H"], "xyz": [[-1.3727, 0.7113, 0.4913], [-2.6202, 0.0233, 0.2976], [-0.2643, 0.0838, -0.0544], [2.4638, 0.8969, -1.0921], [2.3192, 0.4107, 1.2588], [3.0072, -0.5672, -1.2506], [2.5375, -1.0957, 0.9387], [-5.2747, -0.2245, -0.4297], [1.8816, 1.1041, 0.1774], [2.2834, -1.3626, -0.4539], [-1.3765, 1.9144, 1.1428], [-2.4814, -1.5608, -0.4412], [-0.4857, -1.4229, -0.6918], [-4.1488, 0.7322, 0.7007], [3.3076, 1.6004, -1.0789], [1.9013, 1.2582, -2.0045], [1.5181, 0.5285, 1.9562], [3.2552, 0.8865, 1.6091], [2.8696, -0.8836, -2.3396], [4.0325, -0.5861, -1.1486], [3.6259, -1.4104, 0.9771], [1.8064, -1.8377, 1.4176], [-4.9891, -0.2524, -1.4598], [-6.1551, 0.3159, -0.2202], [-5.5097, -1.1411, -0.0235], [-2.1311, 1.8789, 1.7213]], "forces_ev_per_a": [[-1.159, -0.580, -0.177], [1.096, -0.538, -0.536], [1.452, 1.250, 0.894], [0.764, -0.662, -1.165], [0.437, -2.409, 1.048], [-1.703, 1.992, -4.079], [0.835, -1.993, -0.846], [0.849, 1.837, 1.107], [-3.584, 1.974, -2.961], [-1.344, -1.371, 1.413], [0.810, -0.847, -0.820], [-0.677, 1.451, 0.690], [0.916, -0.145, -0.367], [0.103, -0.874, -1.003], [0.257, 0.108, 0.237], [-0.028, -0.321, 1.515], [0.079, 0.156, 1.196], [-0.282, -0.021, -0.053], [-0.134, 0.279, 1.365], [2.530, -0.298, 0.998], [-1.163, 0.285, 1.103], [1.333, 1.392, 0.013], [0.275, 0.260, -0.435], [-1.271, 0.915, -0.526], [0.097, -2.366, 0.768], [-0.487, 0.525, 0.621]]}


{"formula": "C8H12NO3", "method": "wB97M-V/def2-TZVPD", "total_energy_ha": -592.17628, "gap_ev": 8.641, "de_lowest_kj_mol": 130.3, "total_charge": 1, "e_lumo_ev": -3.6, "species": ["C", "C", "C", "C", "C", "C", "C", "C", "N", "O", "O", "O", "H", "H", "H", "H", "H", "H", "H", "H", "H", "H", "H", "H"], "xyz": [[2.4435, 1.5297, 0.2316], [1.2703, 0.9109, -0.1776], [2.7522, -0.7045, -0.3634], [-1.5814, 0.1049, 1.0971], [-1.4770, -0.3896, -0.3579], [-0.8965, 1.4735, 1.0955], [-0.9787, 0.7475, -1.1395], [3.4987, -1.9626, -0.2210], [-0.0362, 1.4995, -0.1911], [2.7298, 2.5741, 0.7662], [3.3529, 0.4031, -0.0853], [1.4639, -0.3833, -0.5283], [-2.5922, 0.1989, 1.5009], [-1.0005, -0.5456, 1.7227], [-0.8955, -1.2991, -0.4383], [-2.4298, -0.5883, -0.7754], [-1.5709, 2.3446, 0.8656], [-0.3084, 1.7401, 1.9484], [-0.4082, 0.5278, -2.1008], [-1.8197, 1.5639, -1.2104], [2.9411, -2.5375, 0.6416], [4.5302, -1.7364, 0.1739], [3.5257, -2.6974, -1.0185], [0.0781, 2.3994, -0.6222]], "forces_ev_per_a": [[-1.656, 0.405, 0.424], [0.818, 1.362, 0.487], [-1.136, 3.475, -0.171], [0.498, 0.630, -0.137], [-0.651, -0.701, 0.565], [-0.593, 1.711, -1.328], [0.171, 2.625, -1.271], [-0.677, -1.626, 2.382], [-0.097, -1.980, -0.255], [0.411, -1.214, -0.956], [2.135, -0.324, 0.888], [0.675, -3.178, -0.050], [0.165, -0.148, -0.188], [0.014, -0.404, 0.483], [0.231, 0.028, -0.052], [-1.099, -0.603, -0.193], [0.222, -0.980, 0.627], [0.494, -0.039, 0.382], [-1.108, 0.440, 1.160], [1.434, -1.798, -0.670], [1.024, 1.005, -1.395], [-1.198, -0.056, -0.673], [-0.104, 0.411, -0.458], [0.028, 0.960, 0.400]]}


{"formula": "C8H12NO3S", "method": "wB97M-V/def2-TZVPD", "total_energy_ha": -990.68535, "gap_ev": 7.153, "de_lowest_kj_mol": 219.8, "total_charge": -1, "e_lumo_ev": 3.6, "species": ["C", "C", "C", "C", "C", "C", "C", "C", "N", "O", "O", "O", "S", "H", "H", "H", "H", "H", "H", "H", "H", "H", "H", "H", "H"], "xyz": [[-2.1228, 0.3571, 0.1080], [3.1505, -0.3554, 0.0493], [-1.9851, 1.3797, -1.1141], [-0.1389, 1.1833, 0.1891], [-3.3241, 0.5960, 1.0479], [1.2952, -1.7776, 0.9912], [1.6278, -1.3994, -1.3674], [1.8942, -1.0518, -0.0985], [-0.9094, 0.3900, 0.7615], [3.7723, -0.2567, 1.0834], [3.5210, 0.3993, -1.1116], [-0.6302, 1.7189, -1.0978], [1.3917, 1.6801, 0.6641], [-2.2408, 1.0552, -2.1232], [-2.5409, 2.3399, -1.0255], [-3.4112, 1.5634, 1.4037], [-3.2007, 0.0199, 1.9041], [-4.1526, 0.2600, 0.5707], [1.9739, -1.9183, 1.8314], [0.6637, -1.0859, 1.3797], [0.9188, -2.7524, 0.8235], [2.0066, -0.7790, -2.1192], [0.9548, -2.2042, -1.6551], [-2.3208, -0.6262, -0.3203], [3.8069, 1.2644, -0.7749]], "forces_ev_per_a": [[-2.782, 0.234, -1.677], [0.564, 3.370, 0.558], [-0.488, 0.692, 0.382], [1.682, 1.997, -2.058], [2.765, -0.205, -0.868], [2.412, -0.909, 1.802], [-0.935, -0.171, 0.527], [1.100, -2.692, -2.921], [-0.130, -0.609, 1.490], [0.336, -0.662, -0.952], [0.156, -1.036, 1.142], [0.999, -0.650, 1.674], [0.045, 0.903, 0.353], [-0.102, -0.752, 0.083], [-0.215, -0.481, 0.564], [-0.191, 2.275, 0.297], [0.395, -1.361, 1.549], [-2.921, -0.656, -1.425], [0.586, 0.072, -0.075], [-2.880, 1.475, 1.362], [-0.902, -0.654, -0.808], [0.674, 0.403, -1.218], [-0.198, 0.262, 0.278], [0.109, -0.432, -0.127], [-0.081, -0.411, 0.066]]}


Repeat the eighth record exactly.
{"formula": "C8H12NO3S", "method": "wB97M-V/def2-TZVPD", "total_energy_ha": -990.68535, "gap_ev": 7.153, "de_lowest_kj_mol": 219.8, "total_charge": -1, "e_lumo_ev": 3.6, "species": ["C", "C", "C", "C", "C", "C", "C", "C", "N", "O", "O", "O", "S", "H", "H", "H", "H", "H", "H", "H", "H", "H", "H", "H", "H"], "xyz": [[-2.1228, 0.3571, 0.1080], [3.1505, -0.3554, 0.0493], [-1.9851, 1.3797, -1.1141], [-0.1389, 1.1833, 0.1891], [-3.3241, 0.5960, 1.0479], [1.2952, -1.7776, 0.9912], [1.6278, -1.3994, -1.3674], [1.8942, -1.0518, -0.0985], [-0.9094, 0.3900, 0.7615], [3.7723, -0.2567, 1.0834], [3.5210, 0.3993, -1.1116], [-0.6302, 1.7189, -1.0978], [1.3917, 1.6801, 0.6641], [-2.2408, 1.0552, -2.1232], [-2.5409, 2.3399, -1.0255], [-3.4112, 1.5634, 1.4037], [-3.2007, 0.0199, 1.9041], [-4.1526, 0.2600, 0.5707], [1.9739, -1.9183, 1.8314], [0.6637, -1.0859, 1.3797], [0.9188, -2.7524, 0.8235], [2.0066, -0.7790, -2.1192], [0.9548, -2.2042, -1.6551], [-2.3208, -0.6262, -0.3203], [3.8069, 1.2644, -0.7749]], "forces_ev_per_a": [[-2.782, 0.234, -1.677], [0.564, 3.370, 0.558], [-0.488, 0.692, 0.382], [1.682, 1.997, -2.058], [2.765, -0.205, -0.868], [2.412, -0.909, 1.802], [-0.935, -0.171, 0.527], [1.100, -2.692, -2.921], [-0.130, -0.609, 1.490], [0.336, -0.662, -0.952], [0.156, -1.036, 1.142], [0.999, -0.650, 1.674], [0.045, 0.903, 0.353], [-0.102, -0.752, 0.083], [-0.215, -0.481, 0.564], [-0.191, 2.275, 0.297], [0.395, -1.361, 1.549], [-2.921, -0.656, -1.425], [0.586, 0.072, -0.075], [-2.880, 1.475, 1.362], [-0.902, -0.654, -0.808], [0.674, 0.403, -1.218], [-0.198, 0.262, 0.278], [0.109, -0.432, -0.127], [-0.081, -0.411, 0.066]]}